Formula: H6O3
Source: the OMol25 dataset
Level of theory: the ωB97M-V functional and the def2-TZVPD basis

Geometry as XYZ:
```
9
Properties=species:S:1:pos:R:3
O -0.70 -1.22 -1.60
H -0.99 -0.78 -0.80
H 0.03 -0.66 -1.82
O -1.05 -0.21 1.04
H -1.34 -0.28 1.94
H -0.24 0.32 0.98
O 1.37 1.09 0.46
H 1.78 0.27 0.22
H 1.14 1.48 -0.41
```

Properties
HOMO-LUMO gap: 11.42 eV
energy relative to the best compared isomer or geometry (same formula, charge and spin): 9.1 kcal per mole
DFT total energy: -229.3106 Eh
HOMO energy: -0.40679 hartree

Formally, the Mulliken partial charges of the atoms, in units of the elementary charge, are as follows: number 1, O, carries -0.61; number 2, H, carries 0.39; number 3, H, carries 0.26; number 4, O, carries -0.69; number 5, H, carries 0.30; number 6, H, carries 0.39; number 7, O, carries -0.72; number 8, H, carries 0.35; number 9, H, carries 0.34